No. 1
A structure of composition C14H40AgClN2O8 in a non-equilibrium geometry. Source: OMol25; level of theory: ωB97M-V with the def2-TZVPD basis set.

Atoms and positions in Å:
1 Ag 31.541 -1.249 13.103
2 Cl 29.570 -4.854 12.234
3 C 37.190 -3.321 12.397
4 C 35.886 -2.534 12.140
5 C 35.034 -2.968 10.860
6 O 33.880 -2.174 10.702
7 C 33.276 -2.428 9.414
8 N 35.047 -2.593 13.283
9 H 37.866 -3.039 11.590
10 H 37.018 -4.397 12.359
11 H 37.707 -3.075 13.325
12 H 36.096 -1.467 12.071
13 H 34.819 -4.035 10.803
14 H 35.776 -2.832 10.073
15 H 32.674 -3.335 9.365
16 H 34.093 -2.428 8.693
17 H 32.638 -1.599 9.107
18 H 35.483 -2.280 14.139
19 H 34.899 -3.564 13.519
20 C 34.332 -7.834 15.665
21 C 34.298 -7.343 17.114
22 C 35.706 -7.185 17.809
23 O 35.601 -6.595 19.107
24 C 36.202 -7.378 20.121
25 N 33.569 -6.112 17.151
26 H 34.850 -7.187 14.958
27 H 33.328 -7.948 15.254
28 H 34.907 -8.756 15.579
29 H 33.685 -7.966 17.766
30 H 36.396 -6.570 17.231
31 H 36.133 -8.186 17.862
32 H 36.072 -6.890 21.087
33 H 37.218 -7.760 20.020
34 H 35.530 -8.229 20.233
35 H 33.404 -5.880 18.120
36 H 32.658 -6.327 16.772
37 C 23.549 -7.222 12.728
38 C 22.491 -7.504 11.660
39 O 22.820 -7.092 10.359
40 O 23.940 -5.889 12.867
41 H 24.433 -7.819 12.504
42 H 23.170 -7.591 13.681
43 H 21.552 -7.027 11.937
44 H 22.282 -8.556 11.462
45 H 23.726 -7.254 10.084
46 H 24.814 -5.828 12.474
47 C 31.687 -9.595 8.038
48 C 32.934 -10.231 8.695
49 O 33.983 -10.539 7.790
50 O 31.922 -8.241 7.770
51 H 30.742 -9.606 8.582
52 H 31.551 -10.258 7.183
53 H 32.719 -11.173 9.200
54 H 33.326 -9.607 9.498
55 H 34.200 -9.732 7.317
56 H 31.304 -7.694 8.260
57 C 26.262 -4.835 6.943
58 C 25.676 -3.512 7.216
59 O 26.392 -2.538 7.850
60 O 26.421 -5.739 8.028
61 H 27.282 -4.620 6.623
62 H 25.694 -5.329 6.155
63 H 24.822 -3.827 7.816
64 H 25.302 -3.200 6.240
65 H 26.358 -1.841 7.191
66 H 26.850 -5.342 8.789

## Properties
Max |F| = 3.74 eV/Å
Net charge = +1
Frontier orbital gap (spin up / spin down) = 4.61 / 3.61 eV
2S+1 = 2

No. 2
A cluster of 2 separate species, C3H9N4 in total in a non-equilibrium geometry. Source: OMol25; level of theory: ωB97M-V with the def2-TZVPD basis set.

Atoms and positions in Å:
1 C 1.152 1.547 1.504
2 C -0.242 -0.576 -1.147
3 C 0.152 -0.885 -2.516
4 N -0.093 1.871 1.516
5 N -0.762 0.470 -0.651
6 N 0.057 -0.726 0.195
7 N -0.651 -1.502 1.001
8 H 1.699 1.595 0.561
9 H -0.199 -2.037 -2.639
10 H 1.165 -0.804 -2.821
11 H -0.474 -0.247 -3.145
12 H -0.698 2.112 0.694
13 H 1.618 1.038 2.387
14 H -1.423 -2.057 0.828
15 H -0.618 1.359 2.315
16 H -0.683 -1.159 1.917

## Properties
Max |F| = 4.86 eV/Å
Net charge = +1
Frontier orbital gap = 7.76 eV
2S+1 = 1

No. 3
A cluster of 2 separate species, ClH3NO2P in total in a non-equilibrium geometry. Source: OMol25; level of theory: ωB97M-V with the def2-TZVPD basis set.

Atoms and positions in Å:
1 N 1.205 -0.152 0.216
2 O -0.860 1.116 -0.631
3 O 0.548 -1.330 0.478
4 P -1.982 0.623 0.256
5 Cl -3.103 -0.860 -0.644
6 H 1.443 0.323 1.120
7 H 0.574 0.536 -0.389
8 H 2.175 -0.256 -0.406

## Properties
Max |F| = 3.53 eV/Å
Net charge = 0
Frontier orbital gap (spin up / spin down) = 5.78 / 4.48 eV
2S+1 = 3

No. 4
The ion C10H21N2O with charge +1 in a non-equilibrium geometry. Source: OMol25; level of theory: ωB97M-V with the def2-TZVPD basis set.

Atoms and positions in Å:
1 C -1.851 1.439 -0.173
2 C -0.758 2.452 -0.644
3 C 1.051 0.855 0.098
4 C 0.978 1.138 1.554
5 C 1.880 -0.435 -1.939
6 C 2.731 -0.912 0.451
7 C -2.644 -1.678 -0.959
8 C -2.616 -0.917 1.655
9 C 1.573 -0.476 -0.450
10 C -1.936 -1.067 0.232
11 N -1.393 0.218 -0.197
12 N 0.526 1.835 -0.821
13 O -3.002 1.819 -0.013
14 H -1.244 2.946 -1.457
15 H -0.697 3.296 0.009
16 H 0.611 2.096 1.768
17 H 2.090 1.352 1.994
18 H 0.439 0.405 2.201
19 H 2.737 0.212 -1.958
20 H 1.046 -0.048 -2.550
21 H 2.192 -1.391 -2.240
22 H 3.052 -1.862 0.204
23 H 2.232 -1.270 1.313
24 H 3.533 -0.224 0.602
25 H -2.955 -2.651 -0.636
26 H -3.476 -1.030 -1.309
27 H -2.007 -1.735 -1.823
28 H -3.650 -0.726 1.554
29 H -2.015 -0.243 2.145
30 H -2.387 -1.794 2.265
31 H 0.763 -1.125 -0.287
32 H -1.079 -1.602 0.447
33 H 0.513 1.357 -1.662
34 H 1.257 2.575 -0.954

## Properties
Max |F| = 3.47 eV/Å
Net charge = +1
Frontier orbital gap (spin up / spin down) = 6.66 / 9.00 eV
2S+1 = 1

No. 5
A structure of composition C31H39N5OPdS6Sb. Source: OMol25; level of theory: ωB97M-V with the def2-TZVPD basis set.

Atoms and positions in Å:
1 Pd 1.195 0.931 -0.589
2 S 5.521 3.880 0.179
3 Sb 3.799 2.720 -0.541
4 S 3.507 0.445 -0.414
5 S 1.861 3.457 -1.360
6 C 2.354 0.965 2.706
7 N 1.182 1.417 1.922
8 C -0.021 0.785 2.516
9 N -0.178 1.100 3.929
10 C 1.017 0.646 4.639
11 N 2.233 1.278 4.124
12 C 2.086 2.731 4.260
13 N 0.916 3.230 3.539
14 C 1.061 2.881 2.132
15 C -0.275 2.556 4.064
16 H 3.252 1.446 2.315
17 H 2.469 -0.113 2.578
18 H 0.064 -0.296 2.402
19 H -0.897 1.130 1.967
20 H 1.106 -0.437 4.533
21 H 0.915 0.886 5.699
22 H 2.982 3.217 3.870
23 H 1.986 2.979 5.319
24 H 1.959 3.367 1.743
25 H 0.206 3.240 1.563
26 H -1.154 2.902 3.519
27 H -0.389 2.809 5.120
28 O -0.656 1.553 -1.082
29 C -2.002 1.236 -0.936
30 C -2.705 1.900 -2.121
31 C -4.035 1.943 -2.418
32 C -4.316 2.752 -3.552
33 C -3.189 3.317 -4.071
34 S -1.792 2.874 -3.192
35 C -2.290 -0.263 -0.965
36 C -2.882 -1.004 -1.945
37 C -2.922 -2.397 -1.653
38 C -2.360 -2.692 -0.451
39 S -1.811 -1.279 0.340
40 C -2.621 1.884 0.299
41 C -3.544 1.415 1.185
42 C -3.986 2.409 2.106
43 C -3.404 3.616 1.882
44 S -2.312 3.558 0.564
45 H -4.784 1.429 -1.832
46 H -5.306 2.911 -3.954
47 H -3.112 3.974 -4.922
48 H -3.267 -0.566 -2.854
49 H -3.348 -3.141 -2.311
50 H -2.254 -3.658 0.018
51 H -3.912 0.399 1.174
52 H -4.703 2.227 2.895
53 H -3.546 4.533 2.431
54 C 1.531 -3.066 2.711
55 C 1.494 -3.187 1.211
56 C 1.521 -4.440 0.597
57 C 1.469 -4.575 -0.791
58 C 1.502 -5.936 -1.435
59 C 1.382 -3.445 -1.577
60 C 1.331 -2.143 -1.005
61 C 1.405 -2.069 0.414
62 N 1.186 -0.984 -1.685
63 C 1.222 -0.946 -3.171
64 C 1.017 0.501 -3.611
65 C 0.076 -1.779 -3.777
66 C 2.612 -1.368 -3.682
67 H 1.742 -4.028 3.178
68 H 0.572 -2.712 3.097
69 H 2.299 -2.362 3.035
70 H 1.588 -5.330 1.213
71 H 1.656 -6.720 -0.695
72 H 2.308 -6.002 -2.168
73 H 0.566 -6.144 -1.956
74 H 1.340 -3.578 -2.643
75 H 1.368 -1.078 0.846
76 H 0.048 0.869 -3.284
77 H 1.071 0.554 -4.699
78 H 1.786 1.155 -3.200
79 H -0.788 -1.773 -3.115
80 H 0.342 -2.812 -3.992
81 H -0.224 -1.321 -4.721
82 H 3.366 -0.681 -3.298
83 H 2.616 -1.306 -4.771
84 H 2.899 -2.375 -3.395

## Properties
Max |F| = 0.71 eV/Å
Net charge = 0
Frontier orbital gap (spin up / spin down) = 7.03 / 6.17 eV
2S+1 = 2

No. 6
The molecule C6H8N2 in a non-equilibrium geometry. Source: OMol25; level of theory: ωB97M-V with the def2-TZVPD basis set.

Atoms and positions in Å:
1 C -4.198 0.542 -0.168
2 C -3.025 0.650 0.147
3 C -1.713 0.635 0.681
4 C -0.584 1.491 0.337
5 C 0.585 0.517 0.174
6 C 1.232 -1.824 -0.284
7 N -0.980 -1.030 -0.318
8 N 0.242 -0.795 -0.251
9 H -5.133 0.635 -0.452
10 H -0.921 1.971 -0.631
11 H -0.234 2.227 1.082
12 H 1.307 1.077 -0.477
13 H 1.070 0.503 1.151
14 H 0.683 -2.703 -0.798
15 H 2.183 -1.496 -0.728
16 H 1.339 -2.124 0.738

## Properties
Max |F| = 4.81 eV/Å
Net charge = 0
Frontier orbital gap (spin up / spin down) = 6.86 / 6.86 eV
2S+1 = 1

No. 7
A cluster of 3 separate species, C4H13O4 in total in a non-equilibrium geometry. Source: OMol25; level of theory: ωB97M-V with the def2-TZVPD basis set.

Atoms and positions in Å:
1 C -0.481 0.358 1.389
2 C -0.852 1.743 0.830
3 C 0.031 2.124 -0.345
4 O 1.409 1.833 -0.099
5 C -1.307 -0.841 0.805
6 O -0.406 -1.612 0.039
7 H 0.546 0.090 1.185
8 H -0.695 0.250 2.471
9 H -0.967 2.389 1.708
10 H -1.909 1.724 0.550
11 H -0.265 1.425 -1.141
12 H 0.030 3.189 -0.573
13 H -2.204 -0.694 0.181
14 H -1.513 -1.490 1.663
15 H 0.663 -1.112 -0.591
16 H 1.636 0.967 -0.474
17 H 2.348 -1.155 -0.540
18 O 1.617 -0.769 -1.057
19 H 0.162 -2.386 -1.731
20 H 1.543 -2.903 -2.125
21 O 0.613 -3.130 -2.147

## Properties
Max |F| = 3.10 eV/Å
Net charge = -1
Frontier orbital gap = 7.95 eV
2S+1 = 1

No. 8
The molecule C22H32N4O4S in a non-equilibrium geometry. Source: OMol25; level of theory: ωB97M-V with the def2-TZVPD basis set.

Atoms and positions in Å:
1 C -2.464 3.416 -2.408
2 H -3.381 3.227 -1.855
3 H -2.160 4.444 -2.226
4 H -2.669 3.299 -3.470
5 C -1.354 2.460 -1.958
6 N -1.647 1.044 -2.091
7 C -2.612 0.549 -1.120
8 H -3.045 1.374 -0.550
9 C -1.964 -0.411 -0.107
10 N -0.864 0.200 0.608
11 C -1.110 0.985 1.687
12 N -0.059 1.480 2.364
13 H 0.849 1.033 2.269
14 C -0.217 2.408 3.460
15 C -0.482 3.828 2.954
16 C 0.659 4.332 2.066
17 O 0.501 5.662 1.627
18 C -0.483 5.835 0.638
19 H -1.491 5.646 1.020
20 H -0.413 6.873 0.316
21 H -0.300 5.174 -0.220
22 H 1.595 4.331 2.633
23 H 0.775 3.664 1.198
24 H -0.600 4.499 3.805
25 H -1.417 3.818 2.393
26 H -1.062 2.096 4.084
27 H 0.699 2.379 4.053
28 S -2.675 1.334 2.143
29 C 0.433 0.124 -0.047
30 C 1.161 -1.148 0.304
31 C 1.033 -2.284 -0.426
32 C 1.684 -3.499 -0.071
33 C 2.500 -3.495 1.078
34 C 3.183 -4.648 1.497
35 C 3.018 -5.775 0.739
36 C 2.205 -5.789 -0.410
37 C 1.536 -4.678 -0.831
38 H 0.915 -4.691 -1.710
39 O 2.234 -7.041 -0.959
40 C 3.076 -7.813 -0.134
41 O 3.560 -7.007 0.922
42 H 2.511 -8.662 0.282
43 H 3.925 -8.194 -0.723
44 H 3.807 -4.644 2.375
45 N 2.622 -2.329 1.781
46 C 2.010 -1.136 1.483
47 O 2.223 -0.158 2.191
48 H 3.219 -2.320 2.600
49 H 0.427 -2.286 -1.320
50 H 0.247 0.170 -1.123
51 H 1.041 0.984 0.241
52 H -1.583 -1.303 -0.605
53 H -2.725 -0.707 0.620
54 H -3.434 0.023 -1.616
55 C -1.886 0.605 -3.452
56 C -1.516 -0.864 -3.634
57 H -1.661 -1.156 -4.671
58 H -2.137 -1.501 -3.008
59 H -0.472 -1.022 -3.372
60 H -2.936 0.751 -3.758
61 H -1.257 1.208 -4.113
62 H -1.127 2.645 -0.905
63 H -0.447 2.664 -2.537

## Properties
Max |F| = 1.30 eV/Å
Net charge = 0
Frontier orbital gap = 7.57 eV
SMILES = CCN(CC)CCN(Cc1cc2cc3c(cc2[nH]c1=O)OCO3)C(=S)NCCCOC
2S+1 = 1

No. 9
A structure of composition C49H43NO4P3SSe3TaTe in a non-equilibrium geometry. Source: OMol25; level of theory: ωB97M-V with the def2-TZVPD basis set.

Atoms and positions in Å:
1 Ta -2.943 1.443 1.111
2 O -1.195 1.928 1.538
3 S -0.161 1.072 0.703
4 C 1.310 1.301 1.704
5 C 2.106 2.434 1.682
6 C 3.195 2.498 2.537
7 C 3.464 1.453 3.410
8 C 2.656 0.329 3.427
9 C 1.575 0.238 2.558
10 P 0.420 -1.191 2.567
11 C 0.034 -1.109 4.350
12 C -0.753 -0.029 4.749
13 C -1.154 0.095 6.064
14 C -0.761 -0.858 6.991
15 C 0.055 -1.909 6.609
16 C 0.451 -2.043 5.288
17 C 1.539 -2.613 2.373
18 C 2.815 -2.496 1.828
19 C 3.595 -3.627 1.663
20 C 3.104 -4.872 2.021
21 C 1.818 -4.995 2.529
22 C 1.026 -3.872 2.684
23 C 0.210 2.183 -0.637
24 C -0.054 3.536 -0.676
25 C 0.315 4.229 -1.821
26 C 0.888 3.553 -2.889
27 C 1.169 2.195 -2.821
28 C 0.844 1.496 -1.667
29 P 1.424 -0.150 -1.043
30 C 3.130 0.000 -1.695
31 C 3.431 -0.086 -3.052
32 C 4.726 0.130 -3.484
33 C 5.723 0.453 -2.577
34 C 5.426 0.544 -1.228
35 C 4.136 0.314 -0.786
36 C 0.571 -1.326 -2.116
37 C 1.050 -2.221 -2.996
38 C -0.056 -2.932 -3.757
39 C -1.813 -4.557 -2.984
40 C -2.137 -3.789 -1.954
41 C -0.938 -1.603 -1.961
42 H 1.897 3.248 1.005
43 H 3.835 3.366 2.516
44 H 4.310 1.510 4.076
45 H 2.855 -0.482 4.110
46 H -1.034 0.734 4.026
47 H -1.777 0.926 6.361
48 H -1.085 -0.772 8.016
49 H 0.383 -2.634 7.338
50 H 1.081 -2.868 4.992
51 H 3.207 -1.529 1.549
52 H 4.592 -3.541 1.258
53 H 3.717 -5.751 1.893
54 H 1.435 -5.969 2.798
55 H 0.010 -3.959 3.050
56 H -0.496 4.028 0.180
57 H 0.176 5.298 -1.874
58 H 1.147 4.101 -3.780
59 H 1.657 1.701 -3.645
60 H 2.663 -0.320 -3.773
61 H 4.956 0.046 -4.534
62 H 6.728 0.634 -2.922
63 H 6.201 0.789 -0.518
64 H 3.900 0.389 0.268
65 H 2.085 -2.389 -3.231
66 H 0.166 -2.878 -4.827
67 H -2.497 -5.240 -3.457
68 H -3.139 -3.732 -1.554
69 H -2.346 -1.021 -0.651
70 Se -3.543 2.611 3.258
71 Se -5.350 1.948 1.891
72 Te -5.055 -0.602 1.981
73 Se -2.527 -0.860 2.018
74 O -4.076 2.025 -2.086
75 C -3.563 1.024 -1.628
76 O -3.770 0.712 -0.353
77 C -2.664 0.090 -2.301
78 C -2.715 -0.154 -3.632
79 C -1.953 -1.226 -4.214
80 C -1.168 -1.962 -3.420
81 C -0.383 -4.455 -3.461
82 C 0.366 -5.225 -2.389
83 C 0.414 -4.895 -1.089
84 C -0.013 -3.565 -0.734
85 C -1.067 -2.979 -1.334
86 N -1.803 -0.579 -1.397
87 H -3.357 0.448 -4.255
88 H -2.051 -1.426 -5.269
89 H -0.254 -4.988 -4.405
90 H 0.797 -6.164 -2.711
91 H 0.945 -5.505 -0.371
92 H 0.695 -2.968 -0.165
93 C -3.198 4.761 -2.383
94 P -3.558 4.523 -0.623
95 C -5.353 4.515 -0.352
96 C -2.904 5.966 0.275
97 O -2.894 3.274 -0.025
98 H -3.560 5.744 -2.674
99 H -3.705 4.003 -2.973
100 H -2.126 4.696 -2.557
101 H -5.790 5.345 -0.897
102 H -5.572 4.646 0.709
103 H -5.797 3.593 -0.720
104 H -3.516 6.835 0.054
105 H -1.881 6.172 -0.029
106 H -2.919 5.785 1.349

## Properties
Max |F| = 3.21 eV/Å
Net charge = +2
Frontier orbital gap = 5.96 eV
2S+1 = 1

No. 10
The molecule C4H9NO. Source: OMol25; level of theory: ωB97M-V with the def2-TZVPD basis set.

Atoms and positions in Å:
1 C -2.037 0.838 -0.186
2 C -0.955 0.296 -1.116
3 N 0.289 0.276 -0.370
4 C 0.781 -0.826 0.000
5 C 1.965 -0.806 0.931
6 O 2.361 0.499 1.233
7 H -2.219 0.129 0.629
8 H -1.698 1.779 0.257
9 H -2.978 1.013 -0.714
10 H -1.230 -0.703 -1.493
11 H -0.832 0.958 -1.980
12 H 0.363 -1.803 -0.288
13 H 2.799 -1.370 0.486
14 H 1.668 -1.350 1.844
15 H 1.723 1.070 0.768

## Properties
Max |F| = 0.45 eV/Å
Net charge = 0
Frontier orbital gap = 11.22 eV
SMILES = CC/N=C/CO
2S+1 = 1

No. 11
A cluster of 2 separate species, H4O2 in total. Source: OMol25; level of theory: ωB97M-V with the def2-TZVPD basis set.

Atoms and positions in Å:
1 O -1.632 -0.338 -0.627
2 H -0.805 -0.445 -0.158
3 H -2.148 0.248 -0.074
4 O 1.592 -0.090 0.010
5 H 2.241 0.438 0.473
6 H 0.752 0.186 0.376

## Properties
Max |F| = 0.34 eV/Å
Net charge = 0
Frontier orbital gap = 12.34 eV
SMILES = O.O
2S+1 = 1

No. 12
A structure of composition C10H15NO3S in a non-equilibrium geometry. Source: OMol25; level of theory: ωB97M-V with the def2-TZVPD basis set.

Atoms and positions in Å:
1 C 0.758 2.383 0.835
2 H 1.501 2.278 1.621
3 H 0.108 3.225 0.929
4 H 1.374 2.691 -0.110
5 C 0.080 0.859 0.269
6 C 1.065 -0.085 0.201
7 C 1.750 -0.113 -0.873
8 C 2.797 -0.913 -1.403
9 C 3.041 -1.882 -0.430
10 C 2.427 -1.971 0.845
11 C 1.350 -0.777 1.112
12 H 0.762 -0.896 1.927
13 H 2.621 -2.861 1.486
14 H 3.878 -2.559 -0.488
15 H 3.358 -0.928 -2.337
16 H 1.562 0.737 -1.657
17 C -0.889 1.007 -0.707
18 C -2.390 1.371 -0.208
19 H -2.317 2.442 0.249
20 H -3.046 1.550 -1.037
21 O -2.876 0.383 0.463
22 S -3.187 -0.952 0.021
23 O -3.035 -0.782 -1.493
24 O -4.260 -1.574 0.674
25 N -1.768 -1.773 0.091
26 H -0.783 -1.581 0.023
27 H -1.786 -2.331 1.314
28 H -0.902 0.418 -1.390
29 H -0.706 1.956 -1.299
30 H -0.485 0.677 1.370

## Properties
Max |F| = 19.37 eV/Å
Net charge = 0
Frontier orbital gap = 9.57 eV
2S+1 = 1